The following is a DFT calculation (the ωB97M-V functional and the def2-TZVPD basis) of 2 unconnected molecules or ions with the total composition C7H14O at a distorted geometry.

Structure (ORCA input):
```
! wB97M-V def2-TZVPD RIJCOSX def2/J DEFGRID3
* xyz 0 1
C -0.632 1.307 2.217
C 0.349 0.992 1.127
C 1.630 1.328 1.195
C -1.102 -0.896 0.287
C 0.027 -0.165 0.200
C 1.046 -0.572 -0.811
C -1.397 -2.234 -0.324
H -0.387 0.677 3.055
H -0.661 2.354 2.496
H -1.660 1.096 1.943
H 2.441 1.138 0.493
H 2.090 1.792 2.077
H -1.963 -0.537 0.834
H 1.884 -1.132 -0.377
H 0.850 -1.229 -1.655
H 1.391 0.396 -1.147
H -0.793 -2.397 -1.221
H -1.285 -2.973 0.446
H -2.453 -2.245 -0.596
H 0.027 1.870 -3.477
H 0.182 0.365 -3.701
O 0.416 1.067 -3.060
*
```

The value obtained for the lowest unoccupied orbital energy is 0.027 Ha. For the strongest force on any atom, the calculation gives 2.08 eV Å⁻¹. For the HOMO-LUMO gap, the calculation gives 8.793 eV.